# 1
This record from the OMol25 dataset describes an isolated molecule of C4H6N2O. The level of theory is wB97M-V/def2-TZVPD.

```
! RIJCOSX wB97M-V def2-TZVPD def2/J DEFGRID3
* xyz 0 1
O 1.2028 -1.9478 -0.0850
C 0.7269 -0.6500 -0.0242
C -0.7365 -0.4621 0.0984
C -1.3700 0.6923 -0.5726
N -1.1161 0.8318 0.8467
C 1.5476 0.3937 0.6023
N 1.5417 0.4434 -0.6578
H 1.2127 -2.2372 -1.0059
H -1.3044 -1.3436 0.3699
H -2.4173 0.6171 -0.8384
H -0.7680 1.2560 -1.2811
H -0.5575 1.6518 1.0698
H 2.0383 0.7546 1.4778
*
```

Properties
Structure (SMILES) ... O[C@@]1([C@@H]2CN2)C=N1
Relative energy (zero: lowest compared OMol25 entry of this formula, charge and spin) ... 4.3748 eV
M ... 98.1 g mol⁻¹

# 2
This record from the OMol25 dataset describes an isolated molecule of C4H6N2O. The level of theory is wB97M-V/def2-TZVPD.

```
! RIJCOSX wB97M-V def2-TZVPD def2/J DEFGRID3
* xyz 0 1
N 1.6477 0.1610 -1.2337
C 0.4645 0.0654 -0.5542
C -0.7635 -0.2981 -0.9686
C -1.6543 -0.2514 0.2065
O -2.6937 -0.8418 0.4130
N -1.0042 0.5611 1.1514
C 0.4156 0.3623 0.9295
H 2.4978 0.1683 -0.6913
H 1.7203 -0.3342 -2.1098
H -1.0681 -0.6667 -1.9392
H -1.3464 0.4342 2.0939
H 1.0467 1.1939 1.2540
H 0.7377 -0.5539 1.4484
*
```

Properties
Structure (SMILES) ... NC1=CC(=O)NC1
Relative energy (zero: lowest compared OMol25 entry of this formula, charge and spin) ... 0.4205 eV
M ... 98.1 g mol⁻¹

# 3
This record from the OMol25 dataset describes an isolated molecule of C4H6N2O. The level of theory is wB97M-V/def2-TZVPD.

```
! RIJCOSX wB97M-V def2-TZVPD def2/J DEFGRID3
* xyz 0 1
H 2.2204 -1.4739 1.8915
N 1.5675 -1.0987 1.2135
C 2.1336 -0.4907 0.2568
N 1.2992 -0.0200 -0.7853
C 0.4944 1.2613 -0.5244
C -0.0603 0.1323 -0.2722
O -1.0803 -0.6375 0.0247
C -2.3374 0.0033 -0.2136
H 3.2153 -0.3706 0.1123
H 0.5234 2.2686 -0.8891
H -2.4291 0.9221 0.3755
H -3.1117 -0.7055 0.0811
H -2.4200 0.2346 -1.2793
*
```

Properties
Structure (SMILES) ... [H]/N=C/N1C=C1OC
Relative energy (zero: lowest compared OMol25 entry of this formula, charge and spin) ... 5.1452 eV
M ... 98.1 g mol⁻¹